P.
8
Properties=species:S:1:pos:R:3 method="wB97M-V/def2-TZVPD" orbital_gap_ev=8.4 charge=-1
C -0.262 1.180 -0.484
C -0.325 -0.082 -0.116
C 0.907 -1.070 0.596
O 1.752 -1.431 -0.153
O 0.568 -1.340 1.730
F -1.332 1.904 -0.960
Cl -1.775 -0.951 -0.413
H 0.466 1.789 -0.200

---

Q.
8
Properties=species:S:1:pos:R:3 method="wB97M-V/def2-TZVPD" orbital_gap_ev=7.8 charge=-1
C -0.372 0.704 -0.220
C -1.506 0.232 0.160
C -1.429 -1.684 -0.054
O -0.482 -2.056 0.579
O -2.357 -2.045 -0.727
F -0.020 2.082 -0.365
Cl -3.008 0.948 0.323
H 0.498 0.149 -0.196

---

R.
8
Properties=species:S:1:pos:R:3 method="wB97M-V/def2-TZVPD" orbital_gap_ev=8.1 charge=-1
C -0.897 -1.140 -0.170
C 0.147 -0.395 0.259
C 0.662 1.762 0.143
O 0.211 2.375 1.078
O 1.102 1.782 -0.914
F -0.901 -2.508 -0.511
Cl 1.645 -1.270 0.503
H -1.970 -0.605 -0.388

---

Most stable: P

---

P.
10
Properties=species:S:1:pos:R:3 method="wB97M-V/def2-TZVPD" orbital_gap_ev=10.0
C -2.010 0.844 0.299
C 0.380 -1.082 -0.688
C 1.579 -0.352 -0.322
C 2.452 0.228 0.289
H -2.279 1.915 0.653
H -2.770 0.222 0.055
H 0.423 -2.146 -0.981
H 3.605 0.190 0.981
N -0.707 0.730 0.155
N -0.672 -0.549 -0.440

---

Q.
10
Properties=species:S:1:pos:R:3 method="wB97M-V/def2-TZVPD" orbital_gap_ev=10.6
C 0.604 0.026 -0.563
C -1.752 0.492 0.949
C 1.624 -1.162 -0.901
C -0.285 0.596 0.731
N 0.327 -1.363 -1.067
N -1.400 1.577 0.385
H 0.629 0.767 -1.288
H -2.574 -0.140 1.216
H 2.503 -1.670 -1.069
H 0.325 0.876 1.608

---

Most stable: Q

---

P.
10
Properties=species:S:1:pos:R:3 method="wB97M-V/def2-TZVPD" orbital_gap_ev=9.5
C 0.200 0.807 0.667
C -0.305 0.467 -0.775
C -0.241 -0.860 -0.912
C 0.538 -1.361 0.334
H 0.022 2.678 0.506
H -1.296 0.936 -1.309
H -0.513 -1.399 -1.734
H 0.823 -2.442 0.572
N 0.053 1.818 1.355
N 0.719 -0.644 1.296

---

Q.
10
Properties=species:S:1:pos:R:3 method="wB97M-V/def2-TZVPD" orbital_gap_ev=9.1
C -0.147 0.541 0.503
C -0.677 -0.920 0.475
C 0.012 -1.457 -0.552
C 0.490 -0.232 -1.335
H 0.206 2.170 1.027
H -1.263 -1.584 1.029
H -0.066 -2.443 -1.103
H 1.003 -0.336 -2.275
N -0.177 1.250 1.513
N 0.470 0.836 -0.545

---

R.
10
Properties=species:S:1:pos:R:3 method="wB97M-V/def2-TZVPD" orbital_gap_ev=10.7
C -0.228 -0.736 0.820
C -0.547 -1.001 -0.490
C 0.310 0.978 -1.101
C 0.408 0.480 1.077
H -0.479 -1.419 1.641
H -1.036 -1.941 -0.782
H 0.483 1.690 -1.900
H 0.699 0.757 2.094
N -0.262 -0.155 -1.495
N 0.653 1.347 0.135

---

Most stable: R

---

P.
20
Properties=species:S:1:pos:R:3 method="wB97M-V/def2-TZVPD" orbital_gap_ev=11.8 charge=+1
C -1.873 -1.883 0.653
C -1.435 -0.810 0.395
C -0.319 1.234 1.183
C -1.035 0.551 0.099
C -1.808 1.199 -1.032
C 2.052 -1.260 -0.676
C 1.472 -0.348 0.491
N 0.556 0.657 0.100
H -2.400 -2.827 0.701
H -0.177 2.385 1.159
H -0.088 0.747 2.068
H -2.897 1.048 -1.037
H -1.506 0.756 -1.950
H -1.577 2.269 -1.098
H 1.461 -2.097 -1.085
H 2.515 -0.729 -1.520
H 2.886 -1.662 -0.190
H 2.318 0.220 0.909
H 0.967 -0.788 1.413
H 0.887 1.338 -0.583

---

Q.
20
Properties=species:S:1:pos:R:3 method="wB97M-V/def2-TZVPD" orbital_gap_ev="8.3 / 7.1" charge=+1
C 2.425 -1.101 0.251
C 1.445 -0.706 -0.579
C -1.934 -1.205 -0.050
C -2.030 0.013 0.862
C -0.506 0.829 -1.335
C 0.740 0.518 -0.535
C -1.444 0.093 -0.468
N 0.963 1.406 0.628
H 2.939 -2.028 0.080
H 2.785 -0.536 1.098
H 1.189 -1.341 -1.414
H -1.246 -1.997 0.214
H -2.832 -1.577 -0.525
H -2.995 0.472 1.027
H -1.414 0.025 1.756
H -0.711 1.898 -1.400
H -0.459 0.409 -2.337
H 1.387 2.298 0.333
H 1.613 0.917 1.267
H 0.083 1.613 1.127

---

Most stable: P

---

P.
20
Properties=species:S:1:pos:R:3 method="wB97M-V/def2-TZVPD" orbital_gap_ev=9.1 charge=+1
C -0.220 2.204 0.509
C 0.565 1.373 -0.354
C -0.418 1.191 1.614
C -0.640 -0.923 0.095
C -0.009 0.387 0.443
C 1.225 1.231 -1.572
C 0.314 -1.814 0.942
N -0.724 -1.347 -1.330
H -0.963 2.910 0.181
H 0.132 1.222 2.561
H -1.472 0.877 1.795
H -1.634 -1.019 0.523
H 1.380 2.112 -2.042
H 0.526 0.665 -2.201
H 2.128 0.609 -1.438
H -0.039 -2.904 0.898
H 0.307 -1.531 2.025
H 1.356 -1.790 0.515
H -0.198 -2.192 -1.469
H -1.614 -1.259 -1.695

---

Q.
20
Properties=species:S:1:pos:R:3 method="wB97M-V/def2-TZVPD" orbital_gap_ev=9.0 charge=+1
C -0.101 0.470 1.743
C -0.941 -0.580 1.525
C 0.398 1.045 0.589
C -0.975 -0.883 0.098
C 1.216 2.271 0.505
C -0.581 -2.365 -0.222
C 0.235 0.310 -1.940
N -0.129 0.117 -0.547
H 0.147 0.838 2.701
H -1.360 -1.147 2.303
H -1.970 -0.637 -0.098
H 2.270 2.004 0.713
H 0.932 3.179 1.034
H 1.195 2.421 -0.664
H -1.278 -3.104 0.164
H 0.436 -2.526 0.196
H -0.500 -2.311 -1.420
H -0.579 -0.084 -2.527
H 1.031 -0.386 -2.158
H 0.552 1.368 -1.996

---

Most stable: Q

---

P.
16
Properties=species:S:1:pos:R:3 method="wB97M-V/def2-TZVPD" orbital_gap_ev=10.7
C -1.104 -0.627 1.564
C -0.562 0.376 0.537
C 0.948 0.702 0.516
C 0.862 0.709 -1.016
C 0.709 -0.678 -1.528
C -0.506 0.055 -0.960
H -0.789 -0.426 2.598
H -2.198 -0.686 1.559
H -0.728 -1.629 1.309
H -1.086 1.338 0.356
H 1.272 1.624 1.006
H 1.566 -0.126 0.893
H 1.160 1.540 -1.637
H 1.139 -1.537 -1.019
H 0.724 -0.758 -2.621
H -1.409 0.121 -1.556

---

Q.
16
Properties=species:S:1:pos:R:3 method="wB97M-V/def2-TZVPD" orbital_gap_ev=10.4
C 1.856 1.095 -0.716
C 1.434 0.908 0.576
C 0.308 0.155 1.110
C -0.681 0.111 -0.033
C -1.838 -0.878 0.053
C -0.790 -1.037 -0.894
H 2.858 1.470 -0.849
H 1.322 0.855 -1.571
H 2.092 1.541 1.207
H -0.317 0.532 1.930
H 0.659 -0.865 1.454
H -1.124 1.068 -0.330
H -1.922 -1.494 0.985
H -2.880 -0.615 -0.368
H -0.946 -1.050 -2.025
H -0.031 -1.796 -0.529

---

R.
16
Properties=species:S:1:pos:R:3 method="wB97M-V/def2-TZVPD" orbital_gap_ev=10.0
C -1.655 0.995 0.707
C -0.127 1.162 0.374
C 0.286 0.094 -0.585
C 0.682 0.374 -1.819
C 0.802 -1.621 1.156
C 0.414 -1.291 -0.069
H -2.093 1.919 1.084
H -1.718 0.208 1.455
H -2.143 0.648 -0.192
H 0.373 1.052 1.328
H 0.077 2.185 0.084
H 0.938 -0.349 -2.591
H 0.649 1.394 -2.213
H 0.885 -2.675 1.410
H 1.060 -0.948 1.951
H 0.217 -2.077 -0.794

---

S.
16
Properties=species:S:1:pos:R:3 method="wB97M-V/def2-TZVPD" orbital_gap_ev=10.3
C 1.917 0.638 -0.238
C 1.208 -0.648 0.179
C 0.438 -1.505 -1.587
C -0.162 -0.964 -0.585
C -1.495 -0.647 0.038
C -1.719 0.843 0.310
H 2.486 0.497 -1.164
H 1.193 1.438 -0.418
H 2.613 0.967 0.543
H 1.914 -1.486 0.203
H 0.818 -0.573 1.198
H -1.575 -1.205 0.982
H -2.296 -1.026 -0.607
H -1.682 1.421 -0.618
H -2.699 1.005 0.774
H -0.959 1.245 0.990

---

Most stable: R